1.
18
Properties=species:S:1:pos:R:3:forces:R:3 method="wB97M-V/def2-TZVPD" de_lowest_kj_mol=25.29 smiles="C=CC(=C)B1OCCO1"
B -0.250 -0.469 -0.420 -0.11 5.75 0.97
C 0.571 2.076 2.754 0.00 -0.62 -0.13
C -0.394 2.358 -0.026 0.42 1.83 -1.14
C 0.635 1.058 1.887 -0.46 0.61 -0.90
C -0.025 1.224 0.491 0.63 -5.62 0.62
C -0.597 -1.846 -2.106 -2.78 -2.20 -2.54
C 0.209 -2.569 -1.053 -1.29 -0.94 0.71
O -0.654 -0.491 -1.725 0.08 0.06 -0.26
O 0.095 -1.619 0.099 1.00 -3.26 0.27
H 0.893 2.132 3.788 0.35 -0.51 -0.19
H 0.091 2.976 2.425 -0.33 0.35 -0.04
H -0.088 3.300 0.486 -0.59 -0.60 -0.59
H -0.779 2.414 -1.056 -0.05 0.10 0.70
H 1.135 0.092 2.091 -0.47 0.69 -0.02
H -0.194 -2.018 -3.153 -0.06 0.66 1.24
H -1.711 -2.323 -2.247 2.35 1.32 0.78
H -0.173 -3.663 -0.878 0.58 2.30 0.28
H 1.234 -2.634 -1.359 0.72 0.07 0.23



2.
28
Properties=species:S:1:pos:R:3:forces:R:3 method="wB97M-V/def2-TZVPD" total_charge=-1
C 2.210 1.916 -0.812 0.46 0.36 -0.12
O 3.150 1.627 0.224 -0.29 0.25 -0.05
C 2.698 0.654 1.107 -0.41 0.39 -0.31
S 2.709 -1.044 0.425 0.27 -1.00 1.06
O 3.624 -1.749 1.268 0.56 -0.46 1.42
O 3.136 -1.031 -0.934 -0.43 0.75 -1.43
N 1.242 -1.649 0.720 -0.21 0.82 -0.88
S 0.266 -1.740 -0.549 0.37 -0.48 0.52
O 0.483 -2.939 -1.296 0.02 -1.33 -0.42
O 0.191 -0.578 -1.395 -0.37 1.24 0.13
C -1.361 -1.982 0.224 0.11 0.27 -0.27
C -2.403 -0.947 -0.165 0.23 0.29 0.40
C -2.459 0.395 0.589 -0.27 -0.59 -0.57
F -3.612 0.406 1.317 -0.45 0.08 0.69
Br -1.038 0.722 1.842 0.15 -0.01 -0.05
C -2.587 1.590 -0.386 -0.60 -0.23 1.10
F -1.701 1.552 -1.321 1.13 -0.25 -1.48
F -2.418 2.728 0.263 -0.11 1.15 0.65
Br -4.378 1.662 -1.151 -0.18 -0.14 -0.32
H 2.597 1.524 -1.739 -0.12 -0.36 -0.33
H 1.225 1.519 -0.613 -0.20 -0.38 0.05
H 2.106 2.991 -0.934 0.18 0.29 0.24
H 1.686 0.857 1.439 -0.39 -0.01 -0.09
H 3.314 0.688 1.990 0.53 -0.36 0.13
H -1.693 -2.920 -0.193 0.00 -0.35 -0.17
H -1.257 -2.134 1.287 0.11 0.20 0.31
H -3.372 -1.390 0.017 -0.37 -0.07 0.06
H -2.361 -0.729 -1.224 0.27 -0.09 -0.28



HOMO-LUMO gap: 9.5 7.9 (eV)
Calculated total energy: -409.3286 -6909.0073 (hartree)
HOMO level: -8.83 -5.68 (eV)